Molecular formula: C4H4
Method: DFT, the ωB97M-V functional and the def2-TZVPD basis

Last column: natural (NBO) charge in e.
Positions of all 8 atoms, in Å:
C 1.3068 0.6650 0.1625  -0.18
C 1.3930 -0.7306 0.0333  -0.16
C 0.1999 -0.1147 -0.3731  -0.08
C -1.8288 -0.0616 0.1879  -0.31
H 1.6242 1.6605 0.2607  0.23
H 1.7249 -1.7069 0.3540  0.24
H -2.5769 -0.6199 -0.4044  0.14
H -1.8431 0.9083 -0.2209  0.12

Summary:
frontier orbital gap (spin up / spin down) = 0.250 / 0.340 Eh
2S+1 = 3
relative energy (zero: lowest compared OMol25 entry of this formula, charge and spin) = 75.3 kcal per mole
net charge = 0